Formula: C4H4S
Source: the OMol25 dataset
Level of theory: the ωB97M-V functional and the def2-TZVPD basis

As for the HOMO energy: -8.019 eV. Its total energy is -15042.0752 eV. The orbital gap is 8.7744 eV. Its spin multiplicity is 1. The value obtained for the energy above the lowest of the compared OMol25 structures with the same formula, charge and spin is 129.23 kcal per mole.

Geometry as XYZ:
```
9
Properties=species:S:1:pos:R:3:nbo_charge:R:1
C -0.842 -0.357 0.085 0.10
C 0.012 0.571 0.099 -0.33
C -1.576 -1.419 -0.014 -0.60
C 1.187 1.456 0.004 -0.49
S 1.291 -0.381 0.056 0.34
H -1.903 -1.716 0.999 0.22
H -2.062 -2.016 -0.898 0.24
H 1.273 2.103 -0.985 0.25
H 1.661 1.952 0.909 0.26
```